Entry 1:
{
  "formula": "C4H10O3",
  "method": "the ωB97M-V functional and the def2-TZVPD basis",
  "elements": ["O", "C", "C", "C", "C", "O", "H", "H", "H", "H", "H", "H", "H", "H", "O", "H", "H"],
  "xyz": [[-2.7554, -0.9145, 0.4405], [-2.5635, 0.1160, 1.0284], [-1.2386, 0.5698, 1.5821], [-0.0338, -0.1159, 0.8980], [0.1672, -1.5567, 1.3298], [0.3513, -1.6242, 2.7342], [-3.4164, 0.8179, 1.1612], [-1.1926, 1.6370, 1.3593], [-1.2172, 0.4152, 2.6489], [-0.2221, 0.0543, -0.1753], [0.8719, 0.4571, 1.1002], [0.9728, -2.0256, 0.7639], [-0.7476, -2.1150, 1.1267], [1.1738, -1.1710, 2.9477], [3.3325, 2.1357, -6.0587], [3.9574, 1.4390, -6.2966], [2.5607, 1.8809, -6.5905]],
  "mulliken_charge": [-0.470, 0.030, -0.531, -0.616, -0.478, -0.513, 0.355, 0.322, 0.316, 0.325, 0.359, 0.268, 0.311, 0.322, -0.642, 0.320, 0.322],
  "homo_energy_ev": -9.78,
  "relative_energy_kj_mol": 134.3,
  "gap_ev": 10.67,
  "molar_mass_g_mol": 106.121,
  "smiles": "O=CCCCO.O"
}

***

Entry 2:
{
  "formula": "C3H4N2O5",
  "method": "the ωB97M-V functional and the def2-TZVPD basis",
  "elements": ["C", "C", "C", "O", "N", "O", "O", "N", "O", "O", "H", "H", "H", "H"],
  "xyz": [[1.1145, -0.2466, -0.8823], [0.0480, -0.1349, 0.1775], [0.2461, 0.6374, 1.5398], [1.2217, 1.2725, 1.7847], [-0.7783, -1.2950, 0.1702], [-0.6972, -1.9649, -0.8219], [-1.4975, -1.5263, 1.0949], [-1.0650, 0.9986, -0.5805], [-0.5214, 1.7015, -1.3439], [-2.1676, 0.8772, -0.2393], [1.8865, 0.5875, -0.4901], [1.7554, -1.2068, -0.8349], [0.8562, -0.0156, -1.9217], [-0.4014, 0.3154, 2.3476]],
  "mulliken_charge": [-1.022, 0.543, -0.098, -0.404, 0.969, -0.590, -0.572, 0.874, -0.534, -0.514, 0.313, 0.332, 0.284, 0.419],
  "homo_energy_ev": -11.10,
  "relative_energy_kj_mol": 585.2,
  "gap_ev": 10.07,
  "molar_mass_g_mol": 148.074,
  "smiles": "CC(C=O)([N+](=O)[O-])[N+](=O)[O-]"
}

***

Entry 3:
{
  "formula": "C37H60BClN2O17S3",
  "method": "the ωB97M-V functional and the def2-TZVPD basis",
  "elements": ["C", "C", "C", "C", "C", "C", "C", "C", "C", "C", "C", "C", "C", "C", "B", "O", "N", "C", "C", "C", "C", "C", "O", "N", "C", "C", "C", "O", "C", "C", "C", "C", "C", "C", "O", "C", "Cl", "C", "C", "O", "H", "H", "H", "H", "H", "H", "H", "H", "H", "H", "H", "H", "H", "H", "H", "H", "H", "H", "H", "H", "H", "H", "H", "H", "H", "H", "H", "H", "H", "H", "H", "H", "H", "H", "H", "H", "H", "H", "H", "H", "H", "H", "H", "H", "H", "H", "H", "H", "O", "S", "O", "O", "C", "C", "O", "H", "H", "H", "H", "O", "S", "O", "O", "C", "C", "O", "H", "H", "H", "H", "O", "S", "O", "O", "C", "C", "O", "H", "H", "H", "H"],
  "xyz": [[-2.3789, -5.1966, 3.6702], [-3.8698, -4.8880, 3.9192], [-4.1826, -3.4182, 4.2778], [-5.2156, -2.7216, 3.3643], [-4.6463, -1.5417, 2.5726], [-5.7352, -0.6554, 1.9600], [-5.1992, 0.6634, 1.3763], [-5.1131, 0.6479, -0.1510], [-4.7818, 2.0139, -0.7570], [-3.3111, 2.4063, -0.5370], [-2.7739, 3.3289, -1.6232], [-1.2677, 3.7342, -1.5301], [-0.4588, 2.9519, -0.5265], [0.3271, 1.8707, -0.9745], [0.4378, 1.4748, -2.5152], [1.0233, 2.3769, -3.3484], [-0.0447, 0.1636, -2.9314], [0.5387, -0.3930, -4.1592], [-1.5036, 0.0307, -2.8723], [1.0496, 1.0994, -0.0527], [1.9487, -0.0321, -0.4695], [3.3938, 0.3905, -0.5203], [3.7534, 1.5356, -0.4839], [4.3103, -0.7187, -0.5774], [5.4774, -0.3361, -1.3892], [4.7112, -0.9483, 0.8194], [1.0052, 1.4038, 1.3070], [1.7377, 0.6250, 2.1602], [0.9811, -0.3578, 2.8638], [1.6592, -0.7109, 4.1658], [0.9789, -1.9241, 4.7988], [0.2548, 2.4855, 1.7694], [-0.4952, 3.2485, 0.8479], [-1.3430, 4.3589, 1.3692], [-1.8562, 5.2144, 0.6913], [-1.5917, 4.3782, 2.8496], [-2.8415, 5.4276, 3.3820], [-0.8732, 3.6676, 3.7113], [0.2381, 2.8253, 3.2237], [1.0805, 2.4617, 4.0144], [-1.7445, -4.3665, 3.9737], [-2.1833, -5.4195, 2.6211], [-2.0602, -6.0735, 4.2344], [-4.4517, -5.1862, 3.0458], [-4.2124, -5.5316, 4.7307], [-3.2585, -2.8379, 4.3100], [-4.5805, -3.4045, 5.2943], [-5.6272, -3.4547, 2.6682], [-6.0449, -2.3533, 3.9737], [-3.9724, -0.9516, 3.1979], [-4.0636, -1.9529, 1.7398], [-6.5077, -0.4717, 2.7106], [-6.2064, -1.2283, 1.1559], [-5.8360, 1.4935, 1.6930], [-4.2003, 0.8491, 1.7813], [-6.0386, 0.2510, -0.5728], [-4.3092, -0.0448, -0.4235], [-5.4218, 2.7780, -0.3069], [-5.0146, 1.9927, -1.8254], [-2.7270, 1.4837, -0.4757], [-3.2413, 2.8792, 0.4443], [-3.3869, 4.2309, -1.6431], [-2.9184, 2.8150, -2.5767], [-0.8290, 3.5902, -2.5147], [-1.1876, 4.7961, -1.3226], [0.9443, 2.1500, -4.2857], [-0.2289, -0.6100, -4.9050], [1.0384, -1.3435, -3.9445], [1.2860, 0.2636, -4.6031], [-1.9991, 0.3206, -3.8018], [-1.8804, 0.6914, -2.0886], [-1.7893, -0.9740, -2.5639], [1.6456, -0.4883, -1.4092], [1.9056, -0.8286, 0.2778], [6.0220, -1.2387, -1.6625], [6.1578, 0.3292, -0.8482], [5.1531, 0.1884, -2.2853], [5.3396, -1.8319, 0.9101], [3.8134, -1.1137, 1.4184], [5.2193, -0.0741, 1.2420], [-0.0249, 0.0266, 3.0650], [0.8546, -1.2593, 2.2484], [1.6008, 0.1317, 4.8542], [2.7198, -0.9112, 4.0004], [-0.1087, -1.8265, 4.7327], [1.2416, -2.8508, 4.2864], [1.2250, -2.0133, 5.8554], [-1.0186, 3.7084, 4.7817], [-4.0382, -2.3293, -4.3879], [-3.7791, -3.1012, -3.2271], [-4.0149, -2.5832, -1.9286], [-2.2809, -3.6545, -3.3200], [-2.2645, -5.0868, -3.2325], [-3.5923, -5.5045, -3.8334], [-4.5119, -4.5151, -3.3490], [-2.1858, -5.3748, -2.1830], [-1.4099, -5.4659, -3.7855], [-3.9204, -6.4850, -3.5017], [-3.5741, -5.4670, -4.9239], [8.5181, -2.0975, 5.5458], [8.3943, -1.7001, 4.1906], [8.7710, -2.5681, 3.1349], [9.1207, -0.2870, 4.0189], [8.2132, 0.6870, 3.4846], [6.8572, 0.2446, 3.9941], [6.9063, -1.1897, 3.9055], [8.2653, 0.6549, 2.3947], [8.4975, 1.6739, 3.8378], [6.0398, 0.6185, 3.3841], [6.7018, 0.5246, 5.0371], [1.1711, 2.9841, -8.6107], [1.7765, 3.1822, -7.3467], [1.1019, 2.8112, -6.1531], [2.2536, 4.6964, -7.2399], [3.6564, 4.7664, -6.9350], [4.2277, 3.5129, -7.5685], [3.2247, 2.5163, -7.3109], [3.7802, 4.7683, -5.8512], [4.0642, 5.6803, -7.3567], [5.1641, 3.1966, -7.1191], [4.3495, 3.6200, -8.6475]],
  "mulliken_charge": [-0.757, -0.487, -0.196, -0.842, -0.447, -0.964, -0.425, -0.486, -1.221, 0.047, -0.982, -1.517, 1.195, -0.367, 0.858, -0.606, -0.091, -1.338, -0.461, 0.444, -1.124, 0.759, -0.611, -0.029, -0.889, -1.045, -0.389, -0.305, -0.670, -0.128, -1.304, 0.535, 0.452, -0.026, -0.617, 0.198, -0.172, -0.859, 0.533, -0.585, 0.035, 0.240, 0.302, 0.327, 0.327, -0.017, 0.321, 0.320, 0.405, 0.412, 0.099, 0.514, 0.304, 0.352, 0.195, 0.503, 0.090, 0.494, 0.405, 0.284, 0.191, 0.434, 0.466, 0.348, 0.679, 0.375, 0.357, 0.273, 0.483, 0.455, -0.509, 0.234, 0.273, 0.224, 0.359, 0.283, 0.328, 0.469, 0.093, 0.394, 0.541, 0.482, 0.244, 0.101, 0.221, 0.361, 0.447, 0.540, -0.601, 1.124, -0.402, -0.273, -0.309, -0.420, -0.313, 0.278, 0.305, 0.317, 0.299, -0.549, 1.087, -0.537, -0.324, -0.316, -0.181, -0.232, 0.274, 0.318, 0.211, 0.279, -0.556, 0.926, -0.479, -0.313, -0.306, -0.321, -0.305, 0.269, 0.312, 0.317, 0.285],
  "homo_energy_ev": -8.85,
  "gap_ev": 7.88,
  "molar_mass_g_mol": 947.350,
  "smiles": "CCCCCCCCCCCCc1c(B(O)N(C)C)c(CC(=O)N(C)C)c(OCCC)c2c1C(=O)C(Cl)=CC2=O.O=S1(=O)OCCO1.O=S1(=O)OCCO1.O=S1(=O)OCCO1"
}

***

Entry 4:
{
  "formula": "C17H19NO2",
  "method": "the ωB97M-V functional and the def2-TZVPD basis",
  "elements": ["C", "C", "C", "C", "C", "N", "C", "O", "C", "C", "O", "C", "C", "C", "C", "C", "C", "C", "C", "C", "H", "H", "H", "H", "H", "H", "H", "H", "H", "H", "H", "H", "H", "H", "H", "H", "H", "H", "H"],
  "xyz": [[-5.0269, -1.5523, 0.2255], [-3.7533, -0.7643, 0.2878], [-3.0564, -0.6169, 1.4779], [-1.8777, 0.1032, 1.5264], [-1.3676, 0.6899, 0.3753], [-0.1899, 1.4508, 0.3900], [0.8090, 1.4429, 1.3069], [0.7903, 0.8492, 2.3618], [2.0045, 2.3148, 0.9106], [2.4495, 2.1550, -0.5563], [2.0642, 0.9260, -1.1357], [2.5176, -0.2447, -0.5789], [1.7755, -1.3838, -0.8821], [2.1621, -2.6148, -0.3932], [3.2896, -2.7267, 0.4039], [4.0278, -1.5967, 0.7014], [3.6503, -0.3566, 0.2156], [-2.0478, 0.5439, -0.8417], [-1.5182, 1.1528, -2.1099], [-3.2287, -0.1795, -0.8579], [-4.8186, -2.5766, -0.0857], [-5.5083, -1.5871, 1.1998], [-5.7172, -1.1174, -0.4943], [-3.4396, -1.0650, 2.3829], [-1.3420, 0.2097, 2.4543], [0.0005, 1.9225, -0.4808], [2.8099, 2.0483, 1.5955], [1.7427, 3.3587, 1.0955], [3.5342, 2.3012, -0.6351], [1.9708, 2.9059, -1.1935], [0.8957, -1.2825, -1.4985], [1.5750, -3.4896, -0.6295], [3.5881, -3.6884, 0.7925], [4.9088, -1.6729, 1.3214], [4.2483, 0.5077, 0.4588], [-1.5591, 2.2430, -2.0675], [-2.1188, 0.8316, -2.9573], [-0.4861, 0.8513, -2.2919], [-3.7584, -0.2929, -1.7940]],
  "mulliken_charge": [-1.439, 0.625, -0.991, -0.642, 0.494, 0.031, 0.615, -0.661, -0.819, -0.738, -0.487, 0.726, -0.217, -0.604, -0.480, -0.716, -0.232, 1.260, -1.693, -0.852, 0.282, 0.378, 0.367, 0.372, 0.493, 0.103, 0.341, 0.422, 0.401, 0.395, 0.345, 0.383, 0.391, 0.377, 0.343, 0.394, 0.396, 0.314, 0.325],
  "homo_energy_ev": -8.11,
  "relative_energy_kj_mol": 119.1,
  "gap_ev": 8.79,
  "molar_mass_g_mol": 269.344,
  "smiles": "Cc1ccc(NC(=O)CCOc2ccccc2)c(C)c1"
}

***

Entry 5:
{
  "formula": "C19H26ClN3O2",
  "method": "the ωB97M-V functional and the def2-TZVPD basis",
  "elements": ["C", "C", "C", "C", "O", "C", "C", "C", "N", "C", "C", "N", "C", "C", "C", "C", "C", "C", "C", "C", "Cl", "N", "O", "C", "C", "H", "H", "H", "H", "H", "H", "H", "H", "H", "H", "H", "H", "H", "H", "H", "H", "H", "H", "H", "H", "H", "H", "H", "H", "H", "H"],
  "xyz": [[-4.1353, -2.1443, 0.4229], [-2.6537, -2.1414, 0.7890], [-2.1200, -3.5742, 0.8019], [-1.8021, -1.2973, -0.1836], [-0.4466, -1.3140, 0.2153], [-2.3052, 0.1504, -0.3767], [-1.4489, 0.8478, -1.4400], [-1.8267, 2.3267, -1.5856], [-1.8498, 3.0684, -0.3403], [-0.5812, 3.5991, 0.1079], [0.5682, 2.6433, 0.1608], [0.8249, 1.7006, 1.0188], [1.9736, 1.1401, 0.5331], [2.6399, -0.0204, 1.1758], [3.7511, -0.5370, 0.3100], [3.5304, -1.6059, -0.5481], [4.5377, -2.0813, -1.3683], [5.7884, -1.4888, -1.3418], [6.0286, -0.4175, -0.5002], [5.0108, 0.0514, 0.3131], [5.3281, 1.4006, 1.3472], [2.3956, 1.7200, -0.5528], [1.4906, 2.7048, -0.8054], [-2.6781, 2.4110, 0.6472], [-2.2798, 0.9589, 0.9245], [-4.2671, -2.4216, -0.6207], [-4.5927, -1.1721, 0.5860], [-4.6630, -2.8701, 1.0378], [-2.5356, -1.7242, 1.7962], [-1.0466, -3.5759, 0.9733], [-2.6008, -4.1543, 1.5860], [-2.3144, -4.0551, -0.1543], [-1.8042, -1.7923, -1.1625], [-0.3846, -0.8299, 1.0480], [-3.3348, 0.1103, -0.7449], [-1.5862, 0.3521, -2.4033], [-0.3974, 0.7417, -1.1740], [-1.1392, 2.8231, -2.2742], [-2.8365, 2.3924, -2.0070], [-0.2897, 4.3970, -0.5851], [-0.7245, 4.0267, 1.1029], [1.8913, -0.7994, 1.3309], [3.0165, 0.2958, 2.1526], [2.5506, -2.0600, -0.5712], [4.3462, -2.9131, -2.0290], [6.5794, -1.8552, -1.9783], [6.9971, 0.0574, -0.4741], [-2.6486, 2.9930, 1.5709], [-3.7039, 2.4378, 0.2616], [-2.9742, 0.5345, 1.6512], [-1.2777, 0.9606, 1.3568]],
  "mulliken_charge": [-1.641, 0.786, -1.538, -1.175, -0.434, 0.667, -0.540, -1.245, 0.187, -1.306, 0.721, -0.363, 0.996, -1.009, -0.085, -0.116, -0.835, -0.323, -0.613, 0.570, -0.227, -0.462, -0.157, -1.521, -0.278, 0.312, 0.330, 0.489, 0.280, 0.277, 0.430, 0.344, 0.582, 0.371, 0.464, 0.562, -0.002, 0.489, 0.401, 0.398, 0.409, 0.134, 0.516, 0.475, 0.385, 0.365, 0.411, 0.470, 0.396, 0.455, 0.199],
  "homo_energy_ev": -8.55,
  "relative_energy_kj_mol": 223.9,
  "gap_ev": 9.37,
  "molar_mass_g_mol": 363.889,
  "smiles": "CC(C)[C@H](O)C1CCN(Cc2nc(Cc3ccccc3Cl)no2)CC1"
}

***

Entry 6:
{
  "formula": "CH7N6",
  "method": "the ωB97M-V functional and the def2-TZVPD basis",
  "elements": ["C", "N", "N", "N", "N", "N", "N", "H", "H", "H", "H", "H", "H", "H"],
  "xyz": [[-0.0642, -0.7102, 0.6949], [-2.7689, 0.5787, -0.3903], [-1.9956, 0.8782, 0.6210], [-2.0278, -0.4007, -0.7967], [-1.0850, -0.1283, 0.1969], [1.5846, 1.0348, -0.5124], [0.6083, -1.6765, 0.1220], [0.4529, -0.2987, 1.6198], [2.2072, 0.1779, -0.7563], [2.0531, 1.8066, -0.0875], [1.0329, 1.2195, -1.4163], [-1.6330, 1.8382, 0.8775], [1.4272, -2.0631, 0.5078], [0.2084, -2.2565, -0.6803]],
  "mulliken_charge": [0.451, -0.139, -0.424, -0.374, 0.637, -0.717, -0.319, 0.265, 0.268, 0.219, 0.263, 0.322, 0.261, 0.289],
  "homo_energy_ev": -14.26,
  "relative_energy_kj_mol": 451.1,
  "gap_ev": 9.51,
  "molar_mass_g_mol": 103.109,
  "charge": 1
}